A cluster of 3 separate species, C39H42BF9N2O2 in total in a non-equilibrium geometry, computed with wB97M-V/def2-TZVPD.

Output
Orbital gap ... 3.11 eV
HOMO level ... -4.8 eV
Charge ... 0
Lowest unoccupied orbital energy ... -1.70 eV
E_tot ... -73333.0321 eV
Multiplicity ... 1

Each line ends with the Löwdin charge.
Cartesian coordinates (Å):
C  3.969156  1.191878  6.515399  -0.054
N  4.284716  0.297863  5.433984  -0.132
C  5.690474  0.087582  5.146823  -0.048
C  6.114640  1.032386  4.063185  -0.527
F  7.459020  1.058577  3.853541  0.128
F  5.508393  0.708246  2.869911  0.116
F  5.706244  2.312478  4.363455  0.114
C  3.308616  -0.304213  4.724722  -0.209
C  3.613617  -1.242801  3.692255  -0.018
C  2.639344  -1.634996  2.808647  -0.008
C  1.308656  -1.121955  2.903540  -0.205
C  0.372930  -1.308047  1.873359  0.011
C  -1.007809  -0.989338  2.138222  -0.243
C  -1.778810  -1.758867  3.047482  -0.030
C  -3.027443  -1.342944  3.445169  -0.012
C  -3.544288  -0.106068  2.981783  -0.213
N  -4.793006  0.319780  3.320912  -0.135
C  -5.472148  1.317302  2.513965  -0.048
C  -5.599816  -0.313336  4.340216  -0.060
C  -5.611620  0.517829  5.593323  -0.530
F  -6.374667  -0.032546  6.581494  0.120
F  -4.329742  0.662243  6.079688  0.109
F  -6.072844  1.785301  5.334985  0.110
C  -2.759176  0.688486  2.103263  -0.018
C  -1.555771  0.214345  1.631399  -0.044
C  0.986558  -0.326492  4.059424  0.010
C  1.953188  0.071574  4.945151  -0.008
H  3.328658  0.697987  7.260057  0.100
H  4.900641  1.492944  6.998345  0.092
H  3.436568  2.088668  6.152454  0.105
H  6.259521  0.331702  6.050235  0.144
H  5.876072  -0.932018  4.816116  0.130
H  4.631135  -1.619719  3.586311  0.102
H  2.892433  -2.347455  2.018252  0.106
H  0.729647  -1.491968  0.873933  0.047
H  -1.367715  -2.692384  3.429169  0.123
H  -3.640654  -1.979693  4.080646  0.098
H  -5.447439  1.046510  1.437850  0.086
H  -6.525498  1.386129  2.825007  0.092
H  -5.001762  2.314153  2.634211  0.099
H  -6.632681  -0.350208  3.967566  0.146
H  -5.216485  -1.297409  4.604814  0.119
H  -3.107277  1.669316  1.782688  0.108
H  -0.971519  0.789600  0.914090  0.116
H  -0.036635  0.017846  4.203798  0.121
H  1.692692  0.724524  5.776406  0.100
C  3.622257  1.731482  -5.960073  -0.052
C  2.349548  2.518396  -5.688389  -0.515
C  2.531852  3.916691  -6.252406  -0.059
C  1.144626  1.858491  -6.415906  -0.090
O  0.617128  0.726261  -5.677316  0.082
B  0.285458  1.008940  -4.369763  -0.593
C  -1.034267  0.532154  -3.724580  -0.063
C  -2.190799  0.272542  -4.470225  -0.007
C  -3.429309  0.162123  -3.840682  -0.001
C  -3.499767  0.310514  -2.456634  -0.122
C  -4.820015  0.337626  -1.737163  -0.509
F  -4.960387  1.504632  -1.013743  0.096
F  -5.890083  0.261518  -2.569065  0.119
F  -4.948929  -0.686590  -0.827088  0.108
C  -2.349002  0.430187  -1.680000  0.009
C  -1.122274  0.514487  -2.324652  -0.002
C  1.043044  -2.624060  -0.880065  -0.158
C  2.454002  -2.190645  -0.916540  -0.129
C  0.349474  -2.911267  -2.064386  -0.265
C  -0.967639  -3.444373  -1.945513  -0.048
C  -1.741124  -3.731115  -3.058256  -0.100
C  -1.233479  -3.485417  -4.341672  -0.109
C  0.080645  -3.011675  -4.497149  -0.103
C  0.883177  -2.747372  -3.392683  -0.039
O  1.014042  1.905056  -3.618798  0.092
C  2.160861  2.598190  -4.144940  -0.086
H  3.523653  0.713157  -5.572326  0.097
H  3.819944  1.695597  -7.037787  0.089
H  4.474038  2.222609  -5.475796  0.090
H  1.631691  4.513244  -6.060682  0.092
H  3.396822  4.407821  -5.791918  0.093
H  2.697173  3.856590  -7.334975  0.092
H  0.334066  2.596917  -6.574077  0.141
H  1.448723  1.456291  -7.391947  0.137
H  -2.138573  0.185390  -5.557955  0.123
H  -4.343205  0.010705  -4.409879  0.118
H  -2.415844  0.497053  -0.595982  0.084
H  -0.222692  0.612437  -1.728586  0.115
H  0.592583  -3.022848  0.037429  0.082
H  2.925396  -2.119712  0.068916  0.041
H  3.056848  -2.895158  -1.521811  0.082
H  2.521433  -1.207761  -1.424196  0.086
H  -1.334211  -3.643803  -0.940017  0.107
H  -2.733327  -4.159802  -2.920216  0.099
H  -1.877943  -3.645131  -5.215023  0.096
H  0.473386  -2.854757  -5.507626  0.104
H  1.927795  -2.437866  -3.531093  0.101
H  3.031249  2.181495  -3.620006  0.131
H  2.073825  3.647938  -3.803967  0.135

Forces on the atoms, in the same order (eV/Å):
-0.365 0.430 0.315
1.155 -0.275 0.657
-0.494 0.068 0.419
-0.129 1.147 -1.425
-1.103 -0.065 0.226
0.854 0.451 1.061
0.636 -1.072 -0.315
-0.739 -0.369 -0.935
-0.239 0.198 0.355
-0.045 0.195 0.108
0.161 0.205 0.467
0.497 -0.455 0.624
-1.118 0.537 -0.041
0.716 0.484 -0.417
-0.425 0.565 -0.282
1.045 -0.300 -0.355
-1.303 0.103 0.426
0.055 0.459 -0.462
0.021 0.237 -0.597
0.692 0.882 0.844
0.605 0.588 -0.837
-1.336 -0.126 -0.229
0.238 -1.124 0.545
-0.635 -0.339 0.176
0.501 -0.882 0.480
0.167 -0.401 -0.396
0.328 -0.215 -0.090
0.162 0.098 -0.095
-0.268 0.090 -0.032
0.284 -0.208 0.172
0.071 -0.294 -0.293
0.275 0.055 0.219
-0.460 0.098 -0.119
-0.189 0.316 0.319
-0.112 -0.275 -0.175
-0.050 0.190 -0.093
0.413 0.111 -0.147
0.076 0.122 0.531
0.491 0.053 -0.094
-0.406 -0.382 -0.062
0.188 -0.409 0.302
-0.386 0.072 -0.047
-0.017 -0.348 0.009
-0.048 -0.012 0.298
0.252 -0.068 -0.119
0.045 -0.200 -0.296
0.070 -0.260 -0.162
-0.060 -0.144 0.010
-0.207 0.195 -0.098
0.132 -0.336 0.759
-0.107 0.707 -0.200
0.635 0.513 -0.332
-0.424 -0.654 0.493
-0.005 0.047 0.000
-0.006 0.153 0.248
-0.156 -0.226 0.066
-0.458 -0.031 0.432
0.009 -0.928 -0.498
0.620 0.043 0.551
0.072 0.878 -0.699
0.113 0.044 -0.323
-0.387 0.162 0.099
-0.181 -0.156 0.210
0.487 0.100 -0.338
-0.291 -0.331 -0.692
0.053 -0.050 -0.402
0.323 0.132 0.178
-0.067 0.134 -0.180
-0.182 -0.025 0.043
-0.265 0.003 0.425
0.063 0.023 -0.548
-0.460 -0.038 0.345
0.145 0.039 -0.097
0.032 -0.104 0.152
-0.080 -0.167 -0.044
0.218 0.064 -0.089
-0.152 -0.012 -0.112
-0.008 0.156 0.141
0.287 -0.320 0.114
0.017 0.269 0.242
0.067 0.108 0.322
0.220 0.023 0.062
-0.082 -0.120 -0.368
0.015 0.097 -0.053
0.204 0.306 -0.338
-0.168 0.106 -0.272
0.055 0.222 0.204
0.196 -0.302 0.191
-0.068 0.066 -0.184
0.169 0.171 -0.118
0.404 -0.018 0.337
-0.114 -0.044 0.397
-0.547 -0.041 0.066
-0.082 0.056 -0.280
-0.110 -0.442 -0.261